1.
DFT (the ωB97M-V functional and the def2-TZVPD basis) results for a 14-piece molecular cluster, C3H34N2O14S overall at a distorted geometry.

Values from the calculation:
- ΔE to the lowest compared entry with this formula, charge and spin (kcal per mole) = 98.79
- HOMO energy (eV) = -9.49
- LUMO energy (eV) = -0.10
- gap between HOMO and LUMO (eV) = 9.39
- E_tot (Eh) = -1695.7535
- multiplicity = 1

The geometry in XYZ format:
```
54
Properties=species:S:1:pos:R:3:mulliken_charge:R:1
C 1.65 -0.28 2.05 -0.72
C 1.96 -1.71 1.66 0.32
S 2.06 -2.82 2.98 -0.21
N 1.39 0.71 1.05 -0.10
C 0.30 0.56 0.18 0.31
N -0.87 0.32 0.83 0.45
O 0.53 0.68 -1.03 -0.82
H 0.91 -0.24 2.85 0.41
H 2.68 -0.11 2.49 0.33
H 2.60 -1.75 0.79 -0.15
H 1.12 -2.10 1.04 -0.21
H 3.35 -3.06 3.07 0.13
H 2.24 1.06 0.56 0.40
H -1.80 0.35 0.41 -0.02
H -0.78 0.49 1.84 0.14
H -3.04 2.36 3.58 0.26
H -3.44 1.14 2.74 0.38
O -2.79 1.86 2.80 -0.62
H -4.46 -0.41 1.84 0.44
H -3.77 -1.34 2.88 0.30
O -4.33 -0.56 2.80 -0.73
H -1.57 1.83 -4.09 0.31
H -1.43 1.32 -2.58 0.36
O -1.98 1.35 -3.37 -0.69
H 3.81 -0.79 -0.25 0.30
H 5.32 -1.07 0.43 0.31
O 4.68 -0.50 0.00 -0.64
H 2.46 -2.50 -2.02 0.38
H 2.89 -2.88 -3.35 0.31
O 3.28 -2.79 -2.46 -0.73
H 3.14 -1.00 -3.13 0.35
H 3.88 0.16 -3.79 0.29
O 3.00 -0.13 -3.54 -0.61
H 0.46 3.76 0.91 0.28
H 1.66 3.67 -0.17 0.41
O 1.17 4.23 0.47 -0.66
H 1.48 3.32 -2.39 0.30
H 1.58 2.03 -1.48 0.42
O 1.91 2.94 -1.62 -0.73
H -0.74 -0.39 -1.91 0.25
H -2.17 -0.43 -2.65 0.40
O -1.59 -0.83 -1.99 -0.62
H -3.76 -1.47 0.26 0.32
H -3.80 -0.26 -0.66 0.24
O -3.61 -0.51 0.25 -0.72
H -3.45 4.38 0.52 0.30
H -3.75 2.92 0.96 0.35
O -3.98 3.60 0.32 -0.65
H -1.62 -2.20 0.99 0.26
H -1.60 -3.55 1.51 0.32
O -1.84 -2.66 1.82 -0.58
H 0.47 -1.65 -1.01 0.25
H -0.25 -2.49 -2.05 0.34
O 0.44 -2.56 -1.35 -0.69
```

---

2.
DFT (the ωB97M-V functional and the def2-TZVPD basis) results for a 15-piece molecular cluster, C3H35O15 overall at a distorted geometry.

Values from the calculation:
- ΔE to the lowest compared entry with this formula, charge and spin (kcal per mole) = 4.17
- HOMO energy (eV) = -6.69
- LUMO energy (eV) = 1.74
- gap between HOMO and LUMO (eV) = 8.43
- E_tot (Eh) = -1263.9752
- net charge = -1
- multiplicity = 1

The geometry in XYZ format:
```
53
Properties=species:S:1:pos:R:3:mulliken_charge:R:1
C -3.69 38.81 -2.15 -0.37
C -3.03 38.83 -3.55 -0.20
C -1.72 39.62 -3.56 -1.18
O -2.69 37.48 -3.95 0.62
H -4.71 38.30 -2.08 -0.24
H -3.85 39.79 -1.78 0.62
H -3.06 38.32 -1.39 -0.27
H -3.66 39.29 -4.34 0.68
H -1.45 39.74 -4.59 0.46
H -0.85 39.17 -3.02 0.13
H -1.96 40.68 -3.28 0.44
O 0.47 39.26 -7.55 -0.68
H -0.39 39.12 -7.14 0.43
H 0.87 39.74 -6.80 0.33
O -7.21 37.97 -3.10 -0.70
H -6.97 38.44 -2.29 0.28
H -7.21 37.06 -2.79 0.34
O -4.93 39.13 0.74 -0.64
H -4.80 38.19 0.55 0.34
H -5.74 39.15 0.25 0.30
O -2.14 38.47 -6.66 -0.83
H -2.05 37.52 -6.78 0.32
H -2.30 38.58 -5.73 0.27
O -4.21 35.76 -2.50 -0.80
H -3.45 36.32 -2.71 0.22
H -4.64 35.43 -3.30 0.35
O -4.65 36.57 0.41 -0.68
H -4.53 36.44 -0.52 0.41
H -5.50 36.19 0.67 0.28
O -0.06 37.03 -4.79 -0.58
H -0.12 36.29 -5.39 0.20
H -1.04 37.22 -4.60 0.00
O -5.54 37.54 -5.05 -0.76
H -6.28 37.78 -4.47 0.43
H -4.82 37.65 -4.44 0.19
O 1.70 39.38 -4.77 -0.69
H 2.17 39.56 -3.96 0.33
H 1.09 38.67 -4.65 0.29
O -1.84 36.40 0.74 -0.78
H -1.76 36.43 -0.20 0.52
H -2.72 36.59 1.05 0.33
O 1.52 37.49 -2.37 -0.68
H 0.84 37.23 -1.74 0.36
H 1.20 37.25 -3.24 0.33
O -2.01 39.10 1.00 -0.72
H -1.81 38.18 0.86 0.45
H -2.92 39.14 0.67 0.31
O -2.96 35.60 -5.68 -0.75
H -2.92 36.35 -5.07 0.06
H -2.04 35.32 -5.86 0.32
O -1.09 36.56 -1.92 -0.87
H -1.56 37.15 -2.53 0.13
H -0.92 35.81 -2.55 0.33
```

---

What is the multiplicity in the first record? 1

---

Copy entry 1 word for word.
DFT (the ωB97M-V functional and the def2-TZVPD basis) results for a 14-piece molecular cluster, C3H34N2O14S overall at a distorted geometry.

Values from the calculation:
- ΔE to the lowest compared entry with this formula, charge and spin (kcal per mole) = 98.79
- HOMO energy (eV) = -9.49
- LUMO energy (eV) = -0.10
- gap between HOMO and LUMO (eV) = 9.39
- E_tot (Eh) = -1695.7535
- multiplicity = 1

The geometry in XYZ format:
```
54
Properties=species:S:1:pos:R:3:mulliken_charge:R:1
C 1.65 -0.28 2.05 -0.72
C 1.96 -1.71 1.66 0.32
S 2.06 -2.82 2.98 -0.21
N 1.39 0.71 1.05 -0.10
C 0.30 0.56 0.18 0.31
N -0.87 0.32 0.83 0.45
O 0.53 0.68 -1.03 -0.82
H 0.91 -0.24 2.85 0.41
H 2.68 -0.11 2.49 0.33
H 2.60 -1.75 0.79 -0.15
H 1.12 -2.10 1.04 -0.21
H 3.35 -3.06 3.07 0.13
H 2.24 1.06 0.56 0.40
H -1.80 0.35 0.41 -0.02
H -0.78 0.49 1.84 0.14
H -3.04 2.36 3.58 0.26
H -3.44 1.14 2.74 0.38
O -2.79 1.86 2.80 -0.62
H -4.46 -0.41 1.84 0.44
H -3.77 -1.34 2.88 0.30
O -4.33 -0.56 2.80 -0.73
H -1.57 1.83 -4.09 0.31
H -1.43 1.32 -2.58 0.36
O -1.98 1.35 -3.37 -0.69
H 3.81 -0.79 -0.25 0.30
H 5.32 -1.07 0.43 0.31
O 4.68 -0.50 0.00 -0.64
H 2.46 -2.50 -2.02 0.38
H 2.89 -2.88 -3.35 0.31
O 3.28 -2.79 -2.46 -0.73
H 3.14 -1.00 -3.13 0.35
H 3.88 0.16 -3.79 0.29
O 3.00 -0.13 -3.54 -0.61
H 0.46 3.76 0.91 0.28
H 1.66 3.67 -0.17 0.41
O 1.17 4.23 0.47 -0.66
H 1.48 3.32 -2.39 0.30
H 1.58 2.03 -1.48 0.42
O 1.91 2.94 -1.62 -0.73
H -0.74 -0.39 -1.91 0.25
H -2.17 -0.43 -2.65 0.40
O -1.59 -0.83 -1.99 -0.62
H -3.76 -1.47 0.26 0.32
H -3.80 -0.26 -0.66 0.24
O -3.61 -0.51 0.25 -0.72
H -3.45 4.38 0.52 0.30
H -3.75 2.92 0.96 0.35
O -3.98 3.60 0.32 -0.65
H -1.62 -2.20 0.99 0.26
H -1.60 -3.55 1.51 0.32
O -1.84 -2.66 1.82 -0.58
H 0.47 -1.65 -1.01 0.25
H -0.25 -2.49 -2.05 0.34
O 0.44 -2.56 -1.35 -0.69
```